Entry 1:
This record from the Open Molecules 2025 dataset describes the molecule C5H8O2. The level of theory is wB97M-V/def2-TZVPD.

```
15
Properties=species:S:1:pos:R:3:forces:R:3
C 1.075335 -1.804064 0.961836 0.03 -0.06 0.00
C 0.376509 -0.449220 1.026499 -0.01 0.05 0.06
C -0.066598 0.023523 -0.351215 0.03 0.00 0.04
C -0.636710 1.413927 -0.366867 0.03 0.14 0.26
O -0.615310 2.197198 0.556793 0.00 -0.31 -0.40
C -1.305740 1.864629 -1.673260 -0.15 -0.27 -0.33
O -1.654532 1.086010 -2.525069 0.18 0.37 0.36
H 0.438540 -2.557370 0.484260 0.07 0.09 0.08
H 1.331293 -2.167048 1.962196 -0.03 0.06 -0.15
H 2.002432 -1.740662 0.380569 -0.12 -0.01 0.07
H 1.040167 0.301560 1.469189 -0.08 -0.10 -0.06
H -0.497825 -0.503739 1.684805 0.09 0.00 -0.07
H 0.783204 0.030267 -1.051555 -0.11 -0.01 0.04
H -0.802198 -0.651132 -0.807308 0.10 0.09 0.05
H -1.468568 2.956122 -1.750872 -0.02 -0.05 0.03
```
Forces are in eV/Å.

HOMO-LUMO gap = 9.43 eV
SMILES string = CCCC(=O)C=O
Calculated total energy = -9409.0541 eV
F_max = 0.55 eV/Å

Entry 2:
This record from the Open Molecules 2025 dataset describes a cluster of 2 separate species, C2H4N3O in total. The level of theory is wB97M-V/def2-TZVPD.

```
10
Properties=species:S:1:pos:R:3:forces:R:3
C -1.002597 0.892665 -0.156242 -1.52 -0.39 -0.99
C -0.765368 -0.321914 0.480637 3.16 1.49 -0.94
N -1.001928 1.651793 -1.054449 -0.17 -0.40 1.69
N 1.369885 -0.293319 -0.986547 0.45 -0.22 2.30
N -0.779605 -0.830777 1.640756 -1.22 -1.25 0.85
O 1.199525 0.818638 -1.558448 0.56 -0.15 -0.90
H 0.849505 -1.055213 -1.408739 -0.59 0.29 -1.09
H -1.554054 -0.682433 2.323027 0.83 0.30 -0.31
H -0.158221 -1.641866 1.866389 -0.78 0.79 -0.41
H 1.842860 1.462425 -1.146384 -0.71 -0.44 -0.18
```
Forces are in eV/Å.

Charge = +1
HOMO-LUMO gap (spin up / spin down) = 8.26 / 7.36 eV
Calculated total energy = -8642.6973 eV
F_max = 3.62 eV/Å

Entry 3:
This record from the Open Molecules 2025 dataset describes a structure of composition C9H26IrN10O2P. The level of theory is wB97M-V/def2-TZVPD.

```
49
Properties=species:S:1:pos:R:3:forces:R:3
Ir 0.804086 -1.039005 -0.083426 1.24 1.43 -0.17
N 1.504140 -1.611647 2.564448 0.06 -0.17 0.01
N 2.795153 -2.220974 2.501633 0.00 -0.01 -0.12
C 3.636772 -1.854291 1.511015 -0.07 0.41 0.69
N 4.916901 -2.089059 1.524187 -0.03 -0.01 -0.13
N 2.933348 -1.182264 0.564130 0.00 -1.14 -0.87
N 3.375597 -0.257448 -0.269314 -0.25 0.35 0.25
O 2.303266 0.278747 -0.817569 0.12 0.03 0.34
O 4.474497 0.097239 -0.482968 -0.02 -0.07 0.00
H 1.546955 -0.866019 3.260838 -0.03 0.04 -0.02
H 0.874145 -2.318265 2.940376 -0.01 0.01 0.02
H 3.130355 -2.698036 3.332152 0.05 -0.01 -0.01
H 5.377670 -2.559213 2.298029 0.01 0.04 0.02
H 5.508449 -1.790902 0.755711 0.03 -0.06 -0.01
N 0.606048 -1.401627 -2.065532 -0.31 -0.17 -0.11
C 0.147395 -2.831513 -2.241236 0.03 0.05 -0.05
C -0.958601 -3.038138 -1.234198 0.02 0.02 0.15
N -0.371746 -2.724342 0.118301 -0.17 -0.30 0.18
H -0.072694 -0.792962 -2.518210 0.05 -0.04 -0.11
H 1.493924 -1.219103 -2.541343 0.00 -0.10 -0.02
H 1.001602 -3.488009 -2.067028 0.00 0.01 0.05
H -0.185652 -2.994555 -3.265536 -0.03 0.04 -0.04
H -1.376720 -4.043479 -1.251472 0.10 -0.07 -0.04
H -1.773027 -2.334327 -1.410614 -0.06 -0.03 0.03
H 0.269838 -3.483595 0.362138 -0.20 -0.13 0.05
H -1.097527 -2.750061 0.834582 -0.05 0.03 -0.06
C -3.429723 2.218704 -0.299821 0.11 -0.03 -0.11
N -2.334843 2.478740 -1.380340 0.02 -0.05 0.07
C -1.432334 3.641209 -0.882901 0.01 -0.06 0.02
N -0.898650 3.310811 0.392028 -0.20 0.18 0.12
C -1.970216 3.089164 1.373668 0.11 -0.02 -0.12
N -2.812556 1.965656 0.952614 0.01 0.05 0.10
C -2.150962 0.677280 1.075081 0.16 0.06 -0.16
P -0.684321 0.697250 -0.066657 -0.37 -0.16 0.11
C -1.516916 1.246757 -1.634547 0.02 0.01 -0.04
C 0.144528 2.310814 0.403922 -0.16 -0.37 -0.15
H -4.036488 1.384431 -0.648153 -0.01 -0.03 0.00
H -4.034875 3.122995 -0.269176 -0.02 0.04 0.03
H -2.790230 2.758416 -2.255937 -0.02 0.02 -0.01
H -2.079337 4.514438 -0.820950 -0.01 0.05 0.00
H -0.662111 3.807796 -1.634555 0.02 -0.02 -0.02
H -2.580032 3.988632 1.438582 -0.02 0.02 0.04
H -1.540764 2.890727 2.353033 -0.01 0.00 0.03
H -2.826252 -0.142274 0.820738 -0.05 0.02 -0.02
H -1.811111 0.529442 2.101336 -0.03 0.01 0.03
H -2.172294 0.466735 -2.028701 -0.07 0.01 0.03
H -0.770770 1.489277 -2.395888 0.01 0.03 -0.01
H 0.937307 2.544125 -0.308077 0.01 0.02 -0.01
H 0.588794 2.221730 1.395609 -0.02 0.05 0.03
```
Forces are in eV/Å.

Charge = +4
HOMO-LUMO gap = 6.83 eV
Calculated total energy = -40833.5581 eV
F_max = 1.91 eV/Å

Entry 4:
This record from the Open Molecules 2025 dataset describes a cluster of 12 separate species, C24H76N20O12 in total. The level of theory is wB97M-V/def2-TZVPD.

```
132
Properties=species:S:1:pos:R:3:forces:R:3
C -7.457462 -0.076432 -7.349246 0.37 0.43 1.29
C -6.511012 0.476474 -6.197626 0.00 -2.87 0.59
C -5.019627 0.038718 -6.318063 0.27 -0.10 -0.99
O -4.672910 -1.329991 -6.090114 -0.44 0.32 0.78
C -4.294683 -1.568260 -4.717697 -0.12 -0.31 -0.99
N -6.625250 1.859930 -5.870527 -0.46 1.20 -0.77
H -8.490937 0.191009 -7.129035 -0.03 0.89 -0.16
H -7.599124 -1.149190 -7.217999 0.91 -0.26 -0.30
H -7.186520 0.195029 -8.369542 0.03 -0.01 0.13
H -6.931400 -0.015257 -5.320379 0.22 -0.95 0.21
H -4.284754 0.567887 -5.711400 -0.54 0.90 0.22
H -4.764702 0.256242 -7.355269 0.30 -0.09 -0.14
H -4.934663 -1.032953 -4.016287 -0.48 -0.45 0.05
H -3.286868 -1.258186 -4.441559 0.38 0.35 -0.58
H -4.291504 -2.656522 -4.656315 -0.40 0.11 0.56
H -7.552051 1.896976 -5.470825 -0.15 0.83 0.04
H -5.983555 2.097864 -5.127747 0.14 0.02 0.06
C 6.388620 -1.841012 -6.488020 2.80 -1.09 -1.52
C 6.356862 -1.077796 -5.171071 1.73 1.48 -0.07
C 7.251756 0.298751 -5.229983 -0.67 -3.25 -1.72
O 7.525357 0.913045 -4.009916 -0.70 -0.94 -0.36
C 8.092946 2.147123 -4.204162 -0.37 2.58 1.41
N 4.980225 -0.792021 -5.086096 -2.65 0.25 0.68
H 5.952983 -2.837024 -6.567264 -0.79 0.14 0.88
H 7.381340 -2.133866 -6.829878 0.79 0.14 0.58
H 6.111636 -1.356671 -7.424406 -0.83 0.88 0.57
H 6.619530 -1.633352 -4.270827 0.89 -0.48 -0.32
H 6.727218 0.810556 -6.036850 -0.48 1.22 0.62
H 8.198857 0.080011 -5.723161 0.41 -0.46 0.11
H 8.320583 2.546684 -3.215922 0.59 -0.28 0.24
H 7.353337 2.897876 -4.482442 -0.37 -0.07 -0.79
H 8.965388 2.308896 -4.837247 0.13 -0.89 -0.25
H 4.637632 -0.740150 -4.137400 0.21 0.69 0.46
H 4.575157 -1.680927 -5.342737 -0.75 0.09 -0.42
C -4.954508 2.786667 -0.564000 0.07 2.21 -0.30
C -5.025326 4.052282 0.409147 0.03 -0.37 0.34
C -5.854491 3.678570 1.636780 0.24 0.06 1.07
O -5.895920 4.682932 2.728946 0.17 -1.00 -1.38
C -6.624154 5.827895 2.374481 0.35 0.72 -0.58
N -3.700639 4.532874 0.795252 -0.30 -0.86 -1.43
H -4.169409 2.899498 -1.311653 0.54 0.28 0.40
H -5.806777 2.969756 -1.218390 -0.56 -1.06 0.29
H -4.822614 1.793300 -0.135136 -0.55 0.19 0.26
H -5.595095 4.831413 -0.097233 0.33 0.12 -0.36
H -5.403978 2.810063 2.117230 0.12 0.01 0.11
H -6.834615 3.346969 1.294002 -0.50 0.36 0.29
H -6.324056 6.717548 2.928165 -0.13 -0.44 1.05
H -7.698305 5.653609 2.437138 -0.08 0.16 -0.09
H -6.325006 6.216570 1.401061 -0.40 -0.48 -0.68
H -3.283645 3.678565 1.136364 0.88 0.59 0.69
H -3.671262 5.339435 1.402454 -0.16 -0.48 0.35
C -3.000180 -4.221521 5.605000 0.95 0.70 1.25
C -4.439112 -4.119240 5.131978 1.77 1.06 -0.22
C -4.475252 -3.112968 4.006714 1.83 0.48 -1.69
O -3.630125 -3.586398 2.885278 -1.16 0.18 0.50
C -4.239256 -4.370244 1.894617 -0.27 -0.45 -1.29
N -4.810498 -5.412053 4.688308 -2.33 -1.57 -0.13
H -2.295309 -4.044731 4.792596 0.03 -0.18 0.11
H -2.778057 -5.163367 6.106669 -0.19 -0.32 -0.41
H -2.802768 -3.530317 6.424369 0.19 0.60 -0.20
H -4.978270 -3.598561 5.923366 -0.87 -1.02 0.23
H -3.912070 -2.220570 4.279825 0.10 0.00 0.54
H -5.407499 -2.663980 3.664057 -0.51 -0.92 -0.15
H -4.512085 -5.400965 2.121108 0.19 -0.02 0.71
H -3.571259 -4.449019 1.036893 0.51 0.15 0.19
H -5.140544 -3.978315 1.423257 -0.34 0.68 0.47
H -4.086682 -5.909897 4.189966 0.31 0.53 -0.13
H -5.037426 -6.035274 5.450026 -0.19 0.14 0.21
C 2.575840 5.015549 2.169352 0.72 -2.59 -2.72
O 2.146908 4.101692 1.440142 0.58 -0.05 1.47
N 1.984925 6.144182 2.204001 -4.42 4.94 -0.33
N 3.745797 5.101592 2.770830 3.04 -2.12 1.57
H 1.120240 6.170272 1.682686 0.13 0.27 0.13
H 2.236539 6.972727 2.723916 0.07 -0.51 -0.02
H 4.169315 5.946630 3.126674 -0.39 -0.35 -0.11
H 4.240601 4.228116 2.881808 0.28 0.29 -0.04
C 5.752521 -3.835487 1.487228 -1.24 -1.33 -1.47
O 5.990283 -4.496189 0.493431 -0.15 -0.66 -0.62
N 6.716631 -3.532594 2.341843 2.03 1.06 1.97
N 4.494566 -3.500544 1.859076 -0.65 0.88 0.50
H 7.582158 -4.043182 2.240532 -0.15 0.50 -0.26
H 6.722791 -2.665044 2.858953 -0.01 -0.34 0.09
H 3.681651 -3.860928 1.380132 0.43 0.27 -0.15
H 4.379656 -2.812415 2.589398 -0.29 -0.38 -0.08
C 2.433013 -0.611734 6.619434 3.45 -2.52 3.01
O 3.298848 -1.100612 7.413587 -1.59 1.50 -1.68
N 1.273863 -1.161962 6.461363 -3.70 -3.03 1.14
N 2.551250 0.397419 5.836656 2.26 4.48 -2.82
H 0.522664 -0.813218 5.883285 0.21 -0.09 0.37
H 1.112765 -1.805982 7.222533 -0.72 -0.19 -0.44
H 1.821601 0.680159 5.198076 0.22 -0.11 0.22
H 3.471282 0.767443 5.645020 -0.19 0.02 0.16
C 0.588578 -1.002463 -0.395731 3.27 6.15 0.21
O 1.322812 -0.581672 -1.252879 1.60 0.56 -2.05
N -0.027300 -2.068480 -0.433438 -4.49 -8.21 -1.03
N 0.346178 -0.305735 0.712686 -1.12 1.60 3.24
H -0.042850 -2.590590 -1.297873 0.16 0.01 0.29
H -0.516401 -2.465494 0.356027 0.16 0.10 -0.24
H -0.558664 -0.467900 1.131117 0.25 0.13 0.21
H 0.725760 0.604085 0.932283 0.23 -0.25 -0.65
C 1.598127 -7.845112 -0.164878 -2.41 2.59 4.54
O 1.207036 -6.926006 0.566588 0.83 0.90 -0.78
N 2.820721 -8.286424 -0.209146 4.12 -0.01 -0.33
N 0.740478 -8.717902 -0.583165 -1.90 -2.95 -2.83
H 3.484143 -7.749896 0.331326 0.20 -0.17 -0.45
H 3.126125 -8.967205 -0.889855 0.21 0.33 0.33
H 1.247215 -9.409252 -1.117361 -1.53 -0.62 -0.30
H -0.255793 -8.557897 -0.627188 0.48 0.01 -0.17
C -1.839912 3.541066 6.053875 1.99 -1.11 1.31
O -1.401080 2.634198 5.376278 -0.57 -0.23 -1.35
N -1.510822 3.640632 7.328077 2.22 -1.54 4.44
N -2.549663 4.592934 5.803385 -3.07 2.77 -3.84
H -0.785772 3.000319 7.618585 -0.19 0.04 0.12
H -1.593529 4.457012 7.916955 -0.10 -0.13 -0.48
H -2.932716 4.632779 4.869700 -0.32 0.42 0.21
H -2.941524 5.169751 6.534024 0.05 -0.32 -0.46
C 6.839007 1.332556 0.946760 -1.67 0.29 3.02
O 6.301963 1.378456 2.031401 -0.18 0.08 2.49
N 6.169575 1.124727 -0.097292 -3.52 -1.10 -6.32
N 8.095148 1.486074 0.722556 5.57 0.85 0.85
H 6.667316 1.142092 -0.975958 -0.66 -0.25 -0.14
H 5.171087 0.972755 -0.099716 0.33 0.13 0.16
H 8.619181 1.633715 1.573259 0.32 0.10 -0.45
H 8.543823 1.615894 -0.172949 -0.26 -0.13 0.35
C 0.381816 3.554602 -4.487720 -1.05 -0.72 -4.99
O -0.072366 4.414906 -5.211153 -0.69 0.33 -1.60
N 0.714905 3.797681 -3.311690 2.04 0.50 7.13
N 0.642573 2.254644 -4.836838 -0.37 -0.76 -1.33
H 1.040308 2.976721 -2.821543 0.11 0.87 0.94
H 0.582227 4.700115 -2.877979 0.01 -0.44 -0.11
H 1.038229 1.578737 -4.199101 -0.07 0.18 -0.32
H 0.542135 2.015701 -5.813011 0.03 -0.04 0.38
```
Forces are in eV/Å.

HOMO-LUMO gap = 9.13 eV
SMILES string = COC[C@H](C)N.COC[C@H](C)N.COC[C@H](C)N.COC[C@H](C)N.NC(N)=O.NC(N)=O.NC(N)=O.NC(N)=O.NC(N)=O.NC(N)=O.NC(N)=O.NC(N)=O
Calculated total energy = -80489.8748 eV
F_max = 9.42 eV/Å